(1)
Density functional theory data (the ωB97M-V functional and the def2-TZVPD basis) for a structure of composition C54H58BrGe2NO5P2SSr at a distorted geometry.

Geometry (Å):
Sr: -0.3392 0.1249 -0.7776
Br: -0.0511 -3.8001 4.4939
C: -0.5833 -4.3300 2.7443
C: -1.1970 -5.5656 2.5807
C: -1.5526 -5.9209 1.2926
C: -1.2829 -5.0480 0.2468
C: -0.6542 -3.8470 0.5366
N: -0.3133 -3.4920 1.7772
C: -0.3265 -2.8796 -0.5834
O: -0.9602 -2.9776 -1.6402
O: 0.5824 -2.0094 -0.3762
H: -1.3785 -6.2067 3.4297
H: -2.0333 -6.8726 1.1079
H: -1.5499 -5.2687 -0.7754
C: 4.2045 0.8495 1.8654
C: 2.7369 0.9404 1.4447
Ge: 1.6290 -0.5106 2.2427
C: 2.5944 -2.2170 1.8382
C: 3.3474 -2.7279 3.0622
C: 1.7036 -0.2280 4.1911
C: 0.6821 0.5638 4.5763
Ge: -0.4871 0.7144 2.9689
C: -2.0792 -0.4590 3.0960
C: -2.6443 -0.6803 4.4972
C: -0.9899 2.5945 2.6545
C: -1.6088 3.2048 3.9097
C: 0.6162 1.1351 5.9367
C: -0.5840 1.2712 6.6308
C: -0.6064 1.7659 7.9255
C: 0.5701 2.1527 8.5488
C: 1.7711 2.0458 7.8623
C: 1.7924 1.5455 6.5706
H: 4.8107 1.6388 1.4139
H: 4.6492 -0.1049 1.5718
H: 4.3115 0.9394 2.9489
H: 2.7059 0.9154 0.3531
H: 2.3112 1.9034 1.7412
H: 3.2922 -1.9738 1.0319
H: 1.9311 -2.9837 1.4513
H: 4.1436 -2.0487 3.3766
H: 3.8113 -3.6963 2.8612
H: 2.6816 -2.8616 3.9176
H: 2.4550 -0.5695 4.9006
H: -1.8022 -1.4193 2.6560
H: -2.8533 -0.0428 2.4454
H: -1.8657 -0.9380 5.2171
H: -3.3672 -1.4989 4.5018
H: -3.1641 0.2064 4.8682
H: -1.6864 2.6659 1.8223
H: -0.1054 3.1609 2.3494
H: -2.5215 2.6820 4.2032
H: -1.8809 4.2480 3.7342
H: -0.9291 3.1839 4.7649
H: -1.5166 0.9817 6.1604
H: -1.5527 1.8502 8.4443
H: 0.5494 2.5434 9.5578
H: 2.6953 2.3606 8.3301
H: 2.7307 1.4879 6.0351
C: 2.8433 2.5937 -3.8904
P: 2.4365 1.7523 -2.3044
C: 2.8462 3.0882 -1.1193
C: 4.1219 3.5701 -0.8368
C: 4.2990 4.6140 0.0573
C: 3.2022 5.2054 0.6697
C: 1.9269 4.7501 0.3800
C: 1.7524 3.6962 -0.5061
C: 3.7713 0.4992 -2.2099
C: 3.4081 -0.8130 -1.9272
C: 4.3632 -1.8197 -1.8618
C: 5.6967 -1.5248 -2.0852
C: 6.0745 -0.2224 -2.3884
C: 5.1196 0.7754 -2.4566
P: 2.5703 1.4361 -5.3166
C: 4.2885 0.9847 -5.7374
C: 4.6204 -0.3649 -5.6910
C: 5.9209 -0.7825 -5.9455
C: 6.8962 0.1506 -6.2489
C: 6.5756 1.5020 -6.3009
C: 5.2802 1.9152 -6.0479
C: 2.1393 2.6023 -6.6642
C: 2.5439 2.3087 -7.9686
C: 2.1344 3.0902 -9.0354
C: 1.3089 4.1839 -8.8227
C: 0.8937 4.4824 -7.5361
C: 1.3001 3.6950 -6.4682
H: 3.8770 2.9505 -3.8534
H: 2.2109 3.4743 -4.0004
H: 4.9968 3.1217 -1.2888
H: 5.2987 4.9652 0.2786
H: 3.3457 6.0183 1.3697
H: 1.0603 5.2015 0.8454
H: 0.7459 3.3485 -0.7095
H: 2.3750 -1.0843 -1.7356
H: 4.0545 -2.8303 -1.6298
H: 6.4434 -2.3065 -2.0323
H: 7.1121 0.0125 -2.5864
H: 5.4347 1.7714 -2.7435
H: 3.8568 -1.0904 -5.4377
H: 6.1646 -1.8358 -5.8996
H: 7.9110 -0.1707 -6.4473
H: 7.3384 2.2307 -6.5432
H: 5.0312 2.9691 -6.0950
H: 3.1912 1.4597 -8.1514
H: 2.4653 2.8434 -10.0357
H: 0.9924 4.8004 -9.6539
H: 0.2487 5.3324 -7.3543
H: 0.9379 3.9474 -5.4788
C: -0.7626 0.4416 -6.8300
C: -1.1886 0.7277 -5.4212
C: -1.6698 1.9662 -5.0345
C: -2.0937 2.2110 -3.7339
C: -2.0803 1.2035 -2.7992
C: -1.6033 -0.0712 -3.1735
C: -1.1509 -0.2865 -4.4606
S: -2.5169 1.6476 -1.0709
O: -2.6596 0.3379 -0.4077
O: -3.6693 2.4938 -1.0946
O: -1.2698 2.2931 -0.5669
H: -0.7967 1.3328 -7.4549
H: -1.4131 -0.3126 -7.2756
H: 0.2572 0.0526 -6.8411
H: -1.7250 2.7621 -5.7690
H: -2.4642 3.1925 -3.4651
H: -1.6779 -0.9309 -2.5044
H: -0.8014 -1.2780 -4.7239

Computed properties:
LUMO energy (eV): 0.45
ΔE to the lowest compared entry with this formula, charge and spin (kJ/mol): 2.6
HOMO-LUMO gap (eV): 8.5
F_max (eV/A): 3.31

(2)
Density functional theory data (the ωB97M-V functional and the def2-TZVPD basis) for an isolated molecule of C6H11NO at a distorted geometry.

Geometry (Å):
C: 0.0778 -2.1479 -0.1067
C: -0.1920 0.4823 -2.1923
C: 0.0378 0.1223 1.2077
C: -0.1641 -0.6789 0.1240
N: 0.2620 -0.0727 2.5065
C: -0.0809 1.4223 0.4498
C: -0.6954 0.3891 -0.7723
O: 1.1533 2.0105 0.0171
H: 1.7298 1.9810 0.7977
H: 0.2622 0.7091 3.1530
H: -0.0304 -0.9384 2.9492
H: -0.7516 2.1814 0.8677
H: -1.7776 0.5417 -0.7248
H: 0.6368 -2.6075 0.7103
H: 0.6025 -2.2978 -1.0555
H: -0.8780 -2.6667 -0.2385
H: -0.2189 1.5263 -2.5240
H: 0.8436 0.1462 -2.2934
H: -0.8168 -0.1023 -2.8755

Computed properties:
LUMO energy (eV): 0.79
ΔE to the lowest compared entry with this formula, charge and spin (kJ/mol): 216.1
HOMO-LUMO gap (eV): 8.2
F_max (eV/A): 3.09
SMILES string: CC1=C(N)[C@@H](O)[C@H]1C

(3)
Density functional theory data (the ωB97M-V functional and the def2-TZVPD basis) for an isolated molecule of C10H14BN at a distorted geometry.

Geometry (Å):
B: 0.5309 -0.3777 -0.5553
C: -2.6492 1.7243 1.5355
C: -2.9725 0.4360 0.9944
C: -1.4388 2.3522 1.3880
C: -1.8624 -0.2136 0.3911
C: -0.4131 1.7054 0.7538
C: -0.5938 0.3897 0.3027
C: 0.4822 1.4254 -2.5348
C: 0.7135 0.1914 -2.1998
C: 2.4286 -1.9770 -0.7106
C: 1.1663 -1.9341 1.3111
N: 1.2913 -1.4077 -0.0406
H: -3.3182 2.1773 2.1590
H: -4.0212 0.2597 1.0931
H: -1.2087 3.3688 1.7802
H: -2.0470 -1.1343 -0.1406
H: 0.4614 2.3702 0.6357
H: 0.4177 1.6330 -3.6048
H: 0.1985 2.2401 -1.7346
H: 0.8052 -0.5829 -2.9452
H: 2.7069 -3.0054 -0.5011
H: 2.2925 -2.0244 -1.7440
H: 3.3579 -1.3772 -0.6913
H: 2.2364 -1.8664 1.5864
H: 0.5350 -1.3765 1.9539
H: 0.9008 -2.9963 1.5177

Computed properties:
LUMO energy (eV): 0.75
ΔE to the lowest compared entry with this formula, charge and spin (kJ/mol): 119.3
HOMO-LUMO gap (eV): 9.6
F_max (eV/A): 4.65
SMILES string: C=CB(c1ccccc1)N(C)C

(4)
Density functional theory data (the ωB97M-V functional and the def2-TZVPD basis) for a structure of composition C39H51As2CoN4O2Si.

Geometry (Å):
Co: -0.7932 -0.9079 0.0077
C: -2.4930 1.9989 1.8428
C: -1.3950 1.3408 2.6724
As: 0.0513 0.7674 1.5035
C: 1.3866 0.1717 2.7616
C: 1.0430 -0.7900 3.7090
C: 2.0151 -1.3347 4.5374
C: 3.3373 -0.9228 4.4185
C: 3.6801 0.0474 3.4863
C: 2.7095 0.5900 2.6522
C: 0.7244 2.4523 0.8845
C: 1.0846 3.4403 1.7973
C: 1.4724 4.6886 1.3377
C: 1.4823 4.9584 -0.0288
C: 1.1274 3.9725 -0.9388
C: 0.7542 2.7127 -0.4827
As: -3.1471 0.7368 0.4600
C: -5.0310 1.1899 0.4734
C: -5.7214 1.1152 1.6810
C: -7.0822 1.3839 1.7246
C: -7.7619 1.7110 0.5574
C: -7.0800 1.7592 -0.6509
C: -5.7171 1.4909 -0.6970
C: -2.5579 1.7107 -1.1247
C: -2.8506 3.0628 -1.3162
C: -2.3630 3.7347 -2.4262
C: -1.5752 3.0662 -3.3610
C: -1.2899 1.7195 -3.1897
C: -1.7887 1.0439 -2.0777
H: -2.1239 2.8953 1.3456
H: -3.3296 2.2901 2.4723
H: -1.7777 0.4513 3.1741
H: -0.9810 2.0045 3.4262
H: 0.0126 -1.1097 3.8182
H: 1.7408 -2.0757 5.2784
H: 4.0980 -1.3583 5.0554
H: 4.7062 0.3841 3.4068
H: 2.9814 1.3520 1.9317
H: 1.0752 3.2386 2.8613
H: 1.7655 5.4549 2.0445
H: 1.7653 5.9433 -0.3802
H: 1.1270 4.1811 -2.0023
H: 0.4783 1.9395 -1.1922
H: -5.2047 0.8436 2.5943
H: -7.6115 1.3319 2.6683
H: -8.8238 1.9217 0.5900
H: -7.6091 2.0024 -1.5645
H: -5.1977 1.5211 -1.6458
H: -3.4592 3.5943 -0.5938
H: -2.6011 4.7824 -2.5688
H: -1.2017 3.5942 -4.2306
H: -0.6938 1.1898 -3.9238
H: -1.6162 -0.0237 -1.9844
C: 4.9234 1.2173 -1.1723
C: 5.3168 -0.1288 -1.7703
N: 5.4527 -1.2073 -0.7840
C: 6.7257 -1.3781 -0.0687
C: 6.7569 -0.7365 1.3113
C: 4.4168 -1.9768 -0.3860
O: 4.4721 -2.7713 0.5440
C: 3.1257 -1.9015 -1.1587
C: 2.9061 -2.7124 -2.2632
C: 1.6498 -2.7313 -2.8436
C: 0.6414 -1.9740 -2.2765
N: 0.8433 -1.2095 -1.1947
C: 2.0699 -1.1661 -0.6628
H: 4.7463 1.9465 -1.9661
H: 5.7082 1.6096 -0.5237
H: 4.0064 1.1251 -0.5821
H: 6.2736 -0.0434 -2.2835
H: 4.5844 -0.4275 -2.5175
H: 7.5052 -0.9607 -0.7054
H: 6.9051 -2.4466 0.0294
H: 6.5876 0.3421 1.2579
H: 7.7333 -0.9027 1.7713
H: 5.9956 -1.1875 1.9475
H: 3.7078 -3.3313 -2.6519
H: 1.4409 -3.3399 -3.7131
H: -0.3689 -1.9930 -2.6655
H: 2.2081 -0.5363 0.2048
N: 0.9024 -3.2254 1.4715
N: -0.3632 -2.5856 1.1871
H: 1.3699 -3.3852 0.5873
H: 1.4737 -2.5630 1.9848
H: -0.8350 -2.4982 2.0803
H: -0.9355 -3.2437 0.6664
C: -4.7150 -2.2325 -1.4461
Si: -3.0281 -3.0240 -1.4963
C: -2.6331 -3.4519 -3.2625
C: -3.1106 -4.5957 -0.4933
O: -1.9095 -2.0219 -0.8911
H: -5.4604 -2.8646 -1.9410
H: -4.7091 -1.2592 -1.9534
H: -5.0401 -2.0694 -0.4128
H: -3.4772 -3.9665 -3.7338
H: -1.7606 -4.1141 -3.3319
H: -2.4248 -2.5464 -3.8458
H: -3.9571 -5.2124 -0.8175
H: -3.2574 -4.3698 0.5704
H: -2.2042 -5.2080 -0.5934

Computed properties:
Spin multiplicity: 2
LUMO energy (spin up / spin down) (eV): -2.96 / -2.34
ΔE to the lowest compared entry with this formula, charge and spin (kJ/mol): 0.0
HOMO-LUMO gap (spin up / spin down) (eV): 7.8 / 8.4
F_max (eV/A): 0.62
Net charge: +1